Here is a cluster of 15 separate species, C68H180N12O24 in total at a distorted geometry from OMol25. Energies are from the ωB97M-V functional and the def2-TZVPD basis.

Summary:
E_tot in eV: -140431.326
HOMO in eV: -7.25
Orbital gap in eV: 7.72
Total charge: 0

```
284
Properties=species:S:1:pos:R:3:lowdin_charge:R:1
C 7.71146 1.17499 9.41066 -0.103
O 7.39276 2.33838 8.66644 -0.164
C 6.02618 2.62267 8.70580 -0.258
C 5.69475 3.77319 7.75175 -0.197
N 5.65354 3.24554 6.38263 -0.068
C 5.61816 4.35038 5.42300 -0.195
C 5.81088 3.84317 3.99424 -0.231
O 7.01888 3.13205 3.88215 -0.170
C 6.94233 2.14267 2.86972 -0.083
H 8.69714 0.81466 9.11772 0.086
H 7.04692 0.31418 9.30785 0.087
H 7.76280 1.47406 10.46202 0.089
H 5.71758 3.01397 9.69155 0.124
H 5.29612 1.81459 8.58244 0.119
H 6.40178 4.59785 7.89567 0.124
H 4.70498 4.14719 8.03387 0.120
H 6.51364 2.71221 6.29004 0.120
H 6.38042 5.11902 5.59834 0.121
H 4.65453 4.86202 5.48104 0.122
H 5.82253 4.75688 3.38778 0.124
H 4.94657 3.25141 3.68232 0.099
H 6.63375 2.58352 1.91597 0.086
H 6.14468 1.43086 3.12030 0.085
H 7.87491 1.59790 2.78574 0.073
C -1.02865 -8.11784 -12.18782 -0.109
O -0.72971 -7.77714 -10.85254 -0.203
C 0.26148 -6.80548 -10.63590 -0.227
C 0.36696 -6.66569 -9.10522 -0.208
N 1.17643 -5.53812 -8.68900 -0.060
C 0.52468 -4.25247 -8.88994 -0.225
C 1.17595 -3.17867 -8.07316 -0.240
O 1.00619 -3.35343 -6.67732 -0.186
C -0.04905 -2.55260 -6.16955 -0.092
H -1.68323 -7.37051 -12.65095 0.083
H -1.57475 -9.05555 -12.12073 0.086
H -0.12833 -8.18582 -12.80475 0.084
H -0.03275 -5.82574 -11.03638 0.111
H 1.20201 -7.07718 -11.12446 0.125
H 0.88809 -7.56745 -8.77317 0.120
H -0.62616 -6.64579 -8.64108 0.120
H 1.44940 -5.66916 -7.72441 0.108
H -0.56568 -4.25556 -8.73098 0.114
H 0.61678 -3.98859 -9.94885 0.115
H 0.84464 -2.17961 -8.39013 0.089
H 2.24114 -3.06258 -8.30295 0.129
H 0.20251 -1.50649 -5.98583 0.070
H -0.37207 -2.99713 -5.22614 0.079
H -0.92090 -2.64891 -6.82260 0.072
C -1.23613 2.00511 4.51795 -0.075
O -1.82699 0.75068 4.19075 -0.180
C -0.95176 -0.05932 3.45338 -0.219
C -1.50267 -1.41659 3.08996 -0.219
N -1.70716 -2.31187 4.22100 0.027
C -2.79695 -1.89217 5.09691 -0.208
C -3.34451 -3.09438 5.86568 -0.144
O -3.69092 -4.06769 4.88847 -0.417
C -4.32472 -5.21059 5.42011 -0.060
H -0.90748 2.57405 3.64360 0.090
H -0.36597 1.72003 5.11663 0.076
H -1.93646 2.60274 5.09243 0.088
H -0.03750 -0.26527 4.03075 0.126
H -0.65748 0.37402 2.48795 0.105
H -0.74807 -1.84400 2.42449 0.101
H -2.41471 -1.35596 2.47608 0.060
H -1.98903 -3.23586 3.91439 0.041
H -3.62679 -1.49821 4.49041 0.118
H -2.57949 -1.06356 5.77027 0.131
H -4.16743 -2.84532 6.54257 0.145
H -2.58475 -3.54883 6.51465 0.138
H -3.66250 -5.72842 6.12017 0.104
H -4.59472 -5.88325 4.60834 0.107
H -5.24950 -4.90551 5.92061 0.113
C -11.16308 4.49392 0.18739 -0.124
O -10.34774 3.38619 0.50421 -0.174
C -9.66304 2.91617 -0.63959 -0.240
C -8.37488 2.26417 -0.18373 -0.209
N -7.49636 1.80892 -1.24848 -0.063
C -6.17176 1.42301 -0.80280 -0.211
C -5.23594 1.24666 -1.98444 -0.227
O -4.95207 2.51250 -2.54463 -0.174
C -4.12461 2.39807 -3.67836 -0.112
H -10.60985 5.43086 0.31284 0.087
H -12.05098 4.53537 0.81723 0.083
H -11.52567 4.51480 -0.84466 0.083
H -9.39187 3.74983 -1.30196 0.119
H -10.26574 2.25650 -1.27213 0.129
H -8.64479 1.39549 0.42631 0.124
H -7.80271 2.93503 0.46876 0.118
H -7.49062 2.30934 -2.12283 0.110
H -6.27253 0.43963 -0.33102 0.097
H -5.74642 2.13097 -0.08203 0.100
H -5.65801 0.51871 -2.68758 0.119
H -4.28533 0.78297 -1.68550 0.120
H -4.53837 1.69002 -4.40448 0.093
H -3.10086 2.05908 -3.48203 0.073
H -4.06667 3.37090 -4.16321 0.078
C -1.71940 -5.30759 3.24053 -0.078
O -2.01150 -4.08180 2.63834 -0.215
C -1.89612 -4.13324 1.23181 -0.172
C -1.59070 -2.75763 0.63608 -0.157
N -2.72500 -1.87562 0.94493 -0.085
C -2.30633 -0.49435 0.93625 -0.218
C -3.40469 0.39480 1.50231 -0.151
O -3.04501 1.74695 1.24555 -0.227
C -3.77843 2.70957 1.97159 -0.084
H -2.00218 -5.33384 4.29451 0.088
H -0.63562 -5.49111 3.24673 0.092
H -2.18326 -6.18643 2.77935 0.109
H -2.77226 -4.60056 0.76791 0.136
H -1.09454 -4.79948 0.88200 0.089
H -1.47950 -2.83319 -0.44661 0.120
H -0.66516 -2.46856 1.14981 0.085
H -3.23938 -2.21303 1.75318 0.092
H -2.05464 -0.14251 -0.06900 0.123
H -1.40952 -0.31363 1.54431 0.058
H -3.43686 0.30984 2.59337 0.123
H -4.35695 0.15927 1.01743 0.122
H -3.53480 3.71005 1.62180 0.093
H -3.54707 2.63752 3.04059 0.080
H -4.85540 2.53693 1.89110 0.080
C -2.98969 -1.65762 -4.47778 -0.100
O -4.20231 -1.75291 -3.77014 -0.177
C -4.02947 -2.39313 -2.52868 -0.234
C -5.25795 -2.46726 -1.66271 -0.197
N -5.04761 -3.03131 -0.32454 -0.066
C -6.20223 -2.92622 0.53650 -0.211
C -5.91627 -3.49355 1.95198 -0.212
O -5.11029 -2.58254 2.66470 -0.151
C -4.80250 -3.11499 3.94373 -0.204
H -2.39317 -2.56922 -4.35354 0.076
H -2.39725 -0.81585 -4.10114 0.074
H -3.18598 -1.51143 -5.53918 0.091
H -3.27412 -1.84222 -1.94519 0.107
H -3.57518 -3.38535 -2.63800 0.125
H -6.09275 -3.03695 -2.08625 0.122
H -5.75349 -1.49534 -1.51371 0.094
H -4.23844 -2.57195 0.12068 0.059
H -6.99646 -3.55899 0.13100 0.116
H -6.54809 -1.88831 0.63805 0.110
H -5.54136 -4.51889 1.90459 0.120
H -6.91995 -3.52284 2.39820 0.119
H -4.58954 -4.18250 3.91577 0.057
H -5.60342 -2.90856 4.66623 0.141
H -3.97359 -2.56489 4.39076 -0.005
C 2.42673 -3.00602 -2.86242 -0.098
O 2.39760 -3.59983 -1.58510 -0.188
C 1.11450 -3.77665 -1.04721 -0.216
C 1.15935 -4.26716 0.39897 -0.195
N 1.68847 -3.21635 1.25443 -0.035
C 1.74803 -3.64511 2.64785 -0.187
C 2.41050 -2.59532 3.50389 -0.217
O 3.75327 -2.53407 3.06245 -0.209
C 4.54612 -1.66831 3.84436 -0.096
H 2.04039 -3.65201 -3.65968 0.100
H 3.45643 -2.78863 -3.14364 0.069
H 1.87123 -2.07133 -2.98954 0.061
H 0.63274 -4.62806 -1.55518 0.134
H 0.40519 -2.94828 -1.11802 0.096
H 1.78894 -5.16585 0.49875 0.132
H 0.16337 -4.54451 0.75205 0.059
H 2.61084 -2.95557 0.92519 0.092
H 2.34598 -4.56774 2.71257 0.127
H 0.75362 -3.88895 3.02972 0.102
H 2.42020 -2.96133 4.53863 0.130
H 1.87918 -1.63988 3.45251 0.104
H 4.07407 -0.67727 3.87880 0.079
H 5.51842 -1.50317 3.38275 0.076
H 4.66573 -2.02140 4.87270 0.091
C -0.62976 1.07061 -5.68322 -0.102
O -0.45607 0.30356 -4.52342 -0.228
C 0.09749 1.03353 -3.44230 -0.203
C 0.23382 0.09755 -2.25277 -0.185
N 1.04840 0.70390 -1.22108 -0.050
C 1.30793 -0.21543 -0.13450 -0.191
C 2.18994 0.28829 0.99411 -0.194
O 1.52718 1.38666 1.56586 -0.212
C 2.18662 1.95993 2.67562 -0.082
H 0.35303 1.42171 -6.02083 0.078
H -1.27458 1.94931 -5.56775 0.092
H -1.04184 0.44068 -6.47088 0.070
H -0.58254 1.84852 -3.16023 0.103
H 1.06508 1.47048 -3.70184 0.109
H 0.84335 -0.71266 -2.67032 0.089
H -0.74443 -0.22237 -1.87542 0.113
H 0.57137 1.51227 -0.80853 0.063
H 1.71681 -1.16624 -0.49639 0.102
H 0.31505 -0.51099 0.24547 0.103
H 3.18811 0.49665 0.58898 0.108
H 2.29473 -0.54401 1.69682 0.098
H 1.60239 2.81949 2.99967 0.081
H 3.23458 2.19097 2.47763 0.076
H 2.12440 1.25917 3.51587 0.073
C 0.78502 4.38537 -1.11278 -0.051
C -0.61142 4.20971 -0.57598 -0.407
C -1.71370 4.44651 -1.58908 -0.208
O -1.86053 5.82611 -1.86200 -0.176
C -3.04307 6.06750 -2.60497 -0.100
N -0.71953 2.84051 -0.05202 0.058
H 0.96913 3.85917 -2.05085 0.074
H 1.48342 4.01077 -0.35830 0.064
H 1.06946 5.43304 -1.23745 0.084
H -0.76774 4.86198 0.29276 0.142
H -2.64944 4.07503 -1.15194 0.121
H -1.50412 3.87914 -2.50292 0.114
H -3.10808 7.12080 -2.86827 0.086
H -3.88951 5.76266 -1.98387 0.091
H -3.01525 5.50829 -3.54575 0.077
H -1.58860 2.65067 0.45411 0.049
H -0.06593 2.60850 0.69508 0.060
C 5.70606 -3.10041 0.64801 -0.044
C 5.57252 -1.83974 -0.22097 -0.404
C 6.92135 -1.16856 -0.43990 -0.208
O 7.37251 -0.72038 0.83131 -0.189
C 8.77146 -0.55669 0.88217 -0.113
N 4.98206 -2.20115 -1.51510 0.052
H 4.78840 -3.68803 0.67335 0.068
H 5.96117 -2.89565 1.68853 0.057
H 6.51675 -3.74926 0.30363 0.085
H 4.94316 -1.11794 0.30714 0.123
H 6.88904 -0.40756 -1.22973 0.122
H 7.64257 -1.85707 -0.90115 0.125
H 9.05401 0.25410 0.20027 0.095
H 9.32568 -1.48613 0.74714 0.091
H 9.09160 -0.13858 1.84041 0.073
H 4.17796 -2.79625 -1.34791 0.036
H 5.67514 -2.71451 -2.04744 0.096
C 4.06495 2.60902 -3.76731 -0.039
C 4.65246 1.83187 -2.58798 -0.389
C 4.52493 2.49395 -1.21339 -0.202
O 5.19007 3.74902 -1.26311 -0.186
C 4.80626 4.59149 -0.17412 -0.093
N 3.96281 0.52378 -2.57380 0.058
H 4.52583 3.59954 -3.78992 0.076
H 3.01297 2.78899 -3.52510 0.062
H 4.17841 2.08354 -4.71001 0.071
H 5.69305 1.60954 -2.83756 0.139
H 5.04504 1.87633 -0.46889 0.118
H 3.46683 2.62048 -0.96163 0.110
H 4.47776 4.01898 0.69613 0.068
H 3.98478 5.23614 -0.48991 0.082
H 5.67800 5.18212 0.09975 0.085
H 3.01935 0.58854 -2.19321 0.049
H 4.41734 -0.06118 -1.87128 0.040
C -3.06134 6.48577 6.28679 -0.066
C -2.14881 5.97860 7.41753 -0.430
C -0.66608 5.83600 7.11264 -0.222
O -0.48042 4.89266 6.08503 -0.180
C 0.88660 4.63373 5.91719 -0.123
N -2.31912 6.87414 8.59320 0.027
H -2.90061 5.96748 5.33978 0.071
H -3.04230 7.57304 6.21991 0.073
H -4.08037 6.20873 6.57494 0.072
H -2.53245 4.98362 7.65329 0.135
H -0.35622 5.40392 8.07364 0.128
H -0.17674 6.79138 6.89922 0.133
H 1.44651 4.35437 6.81354 0.084
H 1.38178 5.54831 5.55160 0.093
H 1.03013 3.90268 5.12660 0.060
H -3.32079 6.96133 8.72367 0.064
H -1.99080 7.79321 8.31307 0.066
C -2.16463 -1.37286 -9.16862 -0.168
O -3.43258 -0.98340 -9.66658 -0.105
H -1.84545 -0.69480 -8.37825 0.058
H -2.19822 -2.36381 -8.70316 0.067
H -1.41842 -1.39886 -9.96607 0.083
H -3.59559 -1.45446 -10.48681 0.076
C 3.19784 -0.83165 -5.58182 -0.161
O 4.45381 -1.07556 -4.96590 -0.143
H 2.41719 -0.64647 -4.83715 0.062
H 3.23939 0.09639 -6.17055 0.061
H 2.90509 -1.61055 -6.28456 0.068
H 4.31426 -0.64194 -4.10292 0.009
C 2.50610 1.40109 6.70867 -0.148
O 2.95983 2.43578 5.84061 -0.169
H 1.52743 1.06701 6.37573 0.062
H 3.21500 0.57261 6.78463 0.073
H 2.41121 1.77112 7.73554 0.075
H 3.81592 2.72847 6.21961 0.029
C 1.78378 0.99053 -8.77097 -0.124
O 0.80656 -0.04526 -8.91619 -0.155
H 2.75379 0.51823 -8.92757 0.084
H 1.59167 1.76537 -9.51462 0.084
H 1.74658 1.36257 -7.74275 0.053
H -0.00716 0.37412 -9.20675 0.056
```